No. 1
{
  "formula": "C17H21ClN2O2",
  "method": "ωB97M-V with the def2-TZVPD basis set",
  "elements": ["C", "H", "H", "H", "C", "N", "C", "H", "C", "C", "N", "C", "C", "C", "O", "C", "C", "C", "C", "C", "C", "C", "O", "H", "H", "H", "H", "Cl", "H", "H", "H", "H", "H", "H", "C", "C", "H", "H", "H", "H", "H", "H", "H"],
  "positions_angstrom": [[2.965, -2.077, -4.086], [2.248, -2.113, -4.901], [3.759, -2.793, -4.281], [3.395, -1.079, -4.055], [2.272, -2.398, -2.763], [1.203, -1.450, -2.501], [1.553, -0.366, -1.616], [2.521, 0.025, -1.943], [1.632, -0.735, -0.124], [2.120, 0.439, 0.732], [1.251, 1.584, 0.650], [0.068, 1.793, 1.259], [-0.699, 2.880, 0.918], [-1.935, 3.278, 1.544], [-2.590, 4.247, 1.189], [-2.357, 2.424, 2.684], [-3.504, 2.762, 3.391], [-3.922, 1.991, 4.462], [-3.198, 0.868, 4.832], [-2.059, 0.519, 4.129], [-1.625, 1.292, 3.054], [-0.413, 0.872, 2.328], [0.150, -0.176, 2.585], [-1.484, -0.354, 4.398], [-3.522, 0.264, 5.666], [-4.813, 2.264, 5.007], [-4.054, 3.638, 3.081], [-0.157, 3.921, -0.374], [1.442, 2.246, -0.093], [3.108, 0.759, 0.391], [2.191, 0.112, 1.771], [2.323, -1.569, 0.017], [0.652, -1.051, 0.234], [0.808, 0.425, -1.752], [-0.106, -2.031, -2.283], [-0.704, -2.537, -3.594], [-1.715, -2.899, -3.426], [-0.111, -3.348, -4.007], [-0.734, -1.729, -4.320], [-0.081, -2.855, -1.550], [-0.756, -1.249, -1.884], [3.018, -2.389, -1.957], [1.860, -3.409, -2.810]],
  "homo_ev": -8.130,
  "relative_energy_kcal_mol": 40.2,
  "total_energy_ha": -1380.57253,
  "smiles": "CCN(CC)CCCNC1=C(Cl)C(=O)c2ccccc2C1=O",
  "lumo_ha": -0.0466
}

***

No. 2
{
  "formula": "C17H21ClN4O6",
  "method": "ωB97M-V with the def2-TZVPD basis set",
  "elements": ["C", "C", "H", "H", "O", "C", "O", "N", "C", "H", "C", "N", "C", "O", "C", "O", "N", "N", "C", "O", "C", "O", "C", "C", "C", "C", "C", "C", "H", "H", "Cl", "H", "H", "H", "H", "H", "H", "C", "H", "C", "H", "H", "H", "H", "H", "H", "H", "H", "H"],
  "positions_angstrom": [[0.385, -1.970, 1.104], [1.493, -2.888, 0.903], [2.248, -2.719, 1.548], [1.128, -3.946, 0.917], [2.327, -2.750, -0.470], [1.492, -3.477, -1.507], [0.458, -4.228, -1.342], [2.125, -3.106, -2.804], [3.140, -2.134, -2.942], [3.778, -2.178, -1.922], [2.266, -0.793, -3.130], [1.094, -0.951, -3.711], [0.136, -0.540, -2.948], [-1.246, -0.882, -3.494], [0.013, 0.356, -1.799], [0.868, 0.659, -1.164], [-1.215, 0.308, -1.138], [-1.583, 0.975, -0.080], [-2.925, 1.295, 0.384], [-3.902, 0.556, -0.122], [-2.863, 1.997, 1.609], [-1.764, 2.199, 2.027], [-1.626, 3.076, 3.204], [-2.668, 3.330, 4.066], [-2.324, 4.445, 5.005], [-1.037, 4.637, 5.573], [0.207, 4.145, 4.812], [-0.327, 3.536, 3.512], [0.601, 2.996, 2.942], [1.053, 4.417, 5.052], [-0.764, 5.567, 6.886], [-3.027, 4.596, 5.766], [-3.626, 3.241, 3.836], [-3.280, 1.295, 2.475], [-3.513, 2.785, 1.507], [-0.986, 1.545, 0.277], [-2.030, 0.087, -1.818], [0.911, -2.181, -4.475], [1.789, -1.760, -5.349], [1.185, -3.480, -4.045], [0.338, -3.938, -3.493], [1.717, -4.266, -4.653], [0.123, -2.051, -5.100], [3.120, -0.249, -3.640], [2.369, -0.286, -2.177], [3.720, -2.336, -3.587], [-0.352, -2.127, 0.495], [0.167, -1.982, 2.242], [0.805, -0.827, 0.767]],
  "homo_ev": -8.411,
  "relative_energy_kcal_mol": 412.4,
  "total_energy_ha": -1790.45085,
  "smiles": "CCOC(=O)N1CCN(C(=O)C(=O)NNC(=O)COc2ccc(Cl)cc2)CC1",
  "lumo_ha": -0.0188
}

***

No. 3
{
  "formula": "C17H21F2IN5O2",
  "method": "ωB97M-V with the def2-TZVPD basis set",
  "elements": ["C", "C", "C", "I", "N", "N", "C", "O", "F", "C", "O", "F", "H", "H", "H", "H", "H", "H", "N", "C", "C", "C", "C", "H", "H", "H", "H", "H", "N", "C", "C", "C", "C", "H", "H", "H", "H", "H", "N", "C", "C", "C", "C", "H", "H", "H", "H", "H"],
  "positions_angstrom": [[2.201, 0.922, -1.379], [1.935, -0.524, -0.681], [2.773, -1.716, -1.400], [1.618, -3.585, -1.433], [4.139, -1.916, -0.798], [4.862, -0.830, -1.267], [5.641, -0.163, -0.230], [5.405, -0.223, 0.994], [6.754, 0.684, -0.608], [5.656, -1.145, -2.469], [5.419, -0.479, -3.514], [6.658, -2.147, -2.564], [1.992, 0.839, -2.509], [1.586, 1.758, -0.879], [3.303, 1.248, -1.274], [2.161, -0.464, 0.451], [0.817, -0.752, -0.878], [2.893, -1.376, -2.502], [-1.331, -2.627, 1.032], [-0.864, -2.372, 2.293], [-1.784, -1.576, 2.933], [-2.847, -1.347, 2.026], [-2.541, -2.010, 0.862], [-0.856, -3.184, 0.337], [0.080, -2.777, 2.625], [-1.700, -1.201, 3.942], [-3.737, -0.761, 2.205], [-3.080, -2.095, -0.070], [-2.032, 2.029, 2.783], [-1.565, 2.284, 4.044], [-2.484, 3.081, 4.684], [-3.547, 3.310, 3.777], [-3.242, 2.646, 2.613], [-1.559, 1.473, 2.088], [-0.621, 1.880, 4.376], [-2.400, 3.456, 5.693], [-4.438, 3.895, 3.955], [-3.780, 2.561, 1.681], [-2.233, -0.327, -2.157], [-2.532, 1.007, -2.227], [-2.300, 1.427, -3.514], [-1.849, 0.303, -4.249], [-1.821, -0.765, -3.386], [-2.306, -0.898, -1.329], [-2.882, 1.542, -1.356], [-2.439, 2.432, -3.885], [-1.576, 0.278, -5.294], [-1.543, -1.797, -3.541]],
  "homo_ev": -4.143,
  "total_energy_ha": -1582.01250,
  "charge": -1,
  "lumo_ha": 0.0850
}

***

No. 4
{
  "formula": "C17H21F2N4SSeSiTi",
  "method": "ωB97M-V with the def2-TZVPD basis set",
  "elements": ["Ti", "N", "C", "S", "N", "N", "C", "C", "C", "C", "C", "C", "C", "C", "C", "C", "C", "C", "N", "H", "H", "H", "H", "H", "H", "H", "H", "H", "H", "H", "C", "Si", "C", "C", "Se", "H", "H", "H", "H", "H", "H", "H", "H", "H", "F", "C", "F", "H"],
  "positions_angstrom": [[-0.138, 0.760, -0.986], [-1.259, -2.885, -3.382], [-0.967, -1.861, -2.485], [0.059, -0.580, -3.065], [-1.487, -1.909, -1.312], [-1.174, -0.804, -0.539], [-1.661, -0.908, 0.769], [-2.073, -2.193, 1.358], [-1.242, -3.314, 1.283], [-1.609, -4.508, 1.878], [-2.814, -4.615, 2.562], [-3.651, -3.512, 2.640], [-3.286, -2.316, 2.036], [-1.509, 0.244, 1.496], [-1.795, 0.435, 2.896], [-1.599, 1.635, 3.484], [-1.082, 2.728, 2.713], [-0.763, 2.501, 1.417], [-0.943, 1.304, 0.787], [-0.525, -3.055, -4.049], [-1.585, -3.719, -2.915], [-0.302, -3.232, 0.754], [-0.947, -5.364, 1.813], [-3.098, -5.551, 3.026], [-4.599, -3.582, 3.160], [-3.949, -1.461, 2.075], [-2.158, -0.413, 3.461], [-1.806, 1.772, 4.538], [-0.903, 3.696, 3.159], [-0.310, 3.276, 0.806], [3.270, 3.460, -0.837], [3.477, 1.624, -1.213], [5.275, 1.178, -0.867], [3.135, 1.348, -3.044], [2.154, 0.342, 0.074], [4.008, 4.064, -1.371], [3.379, 3.649, 0.233], [2.275, 3.793, -1.136], [5.954, 1.801, -1.455], [5.469, 0.132, -1.114], [5.513, 1.318, 0.190], [3.871, 1.861, -3.669], [2.148, 1.731, -3.312], [3.152, 0.284, -3.286], [-1.351, 2.484, -3.316], [-1.116, 2.370, -1.986], [0.276, 2.864, -1.794], [-1.715, 3.130, -1.475]],
  "homo_ev": [-3.161, -3.238],
  "relative_energy_kcal_mol": 0.0,
  "total_energy_ha": -5017.91255,
  "charge": -1,
  "lumo_ha": [0.1047, 0.1047]
}

***

No. 5
{
  "formula": "C17H21F3N5O10S",
  "method": "ωB97M-V with the def2-TZVPD basis set",
  "elements": ["C", "C", "N", "C", "N", "C", "O", "N", "O", "C", "F", "N", "C", "S", "C", "C", "C", "C", "O", "O", "C", "N", "H", "H", "H", "H", "H", "H", "H", "H", "H", "H", "H", "H", "H", "H", "H", "C", "C", "O", "C", "O", "O", "F", "H", "H", "H", "C", "C", "O", "C", "O", "O", "F", "H", "H", "H"],
  "positions_angstrom": [[2.046, 2.578, -4.169], [2.940, 1.624, -3.264], [2.008, 0.900, -2.325], [2.363, 1.056, -0.966], [3.327, 0.481, -0.332], [3.267, 0.919, 1.088], [4.467, 1.020, 1.808], [4.347, 0.114, 2.930], [5.143, -0.717, 2.865], [2.140, 1.997, 1.232], [1.351, 1.544, 2.306], [2.843, 3.192, 1.760], [2.124, 3.745, 2.598], [1.047, 4.648, 3.300], [1.427, 2.068, -0.177], [-0.017, 1.458, -0.095], [-0.923, 1.876, -1.317], [-2.257, 1.039, -1.252], [-3.007, 1.158, -2.460], [1.564, 3.234, -0.989], [0.983, 4.311, -0.427], [0.894, 5.304, 0.098], [0.980, 2.270, -4.084], [2.370, 2.589, -5.226], [2.095, 3.580, -3.685], [3.723, 2.223, -2.760], [3.390, 0.866, -3.946], [2.037, -0.110, -2.510], [4.010, -0.165, -0.737], [2.784, 0.015, 1.558], [-0.550, 1.818, 0.816], [0.063, 0.333, -0.063], [-0.408, 1.799, -2.294], [-1.241, 2.934, -1.125], [-1.985, -0.013, -1.025], [-2.898, 1.369, -0.393], [-2.707, 1.974, -2.888], [-0.973, -3.860, 0.792], [0.518, -3.811, 0.918], [0.896, -3.001, -0.191], [-0.156, -2.167, -0.413], [-0.097, -1.175, -1.084], [-1.271, -2.585, 0.217], [1.067, -5.035, 0.771], [-1.312, -4.649, 0.117], [-1.465, -3.983, 1.750], [0.878, -3.358, 1.845], [-5.531, -2.573, 1.857], [-5.145, -4.012, 2.034], [-3.730, -3.951, 2.143], [-3.456, -2.724, 2.685], [-2.409, -2.421, 3.166], [-4.526, -1.898, 2.614], [-5.464, -4.743, 0.942], [-5.479, -2.250, 0.815], [-6.525, -2.356, 2.243], [-5.560, -4.484, 2.926]],
  "homo_ev": -12.307,
  "total_energy_ha": -2383.87966,
  "charge": 1,
  "lumo_ha": -0.1586
}

***

Q: What is the formula in the third record?
A: C17H21F2IN5O2